Record 1
ORCA calculation (ωB97M-V with the def2-TZVPD basis set) on C23H27BFeN6O5S2 as an isolated structure in a non-equilibrium geometry.

E_HOMO (spin up / spin down): -4.25 / -4.25 eV
charge: -1
E: -3682.522594 hartree
spin multiplicity: 2
<S²>: 0.958

Each line ends with the Mulliken charge.
Atoms and positions in Å:
C 4.3726 -1.2021 0.5670  -0.66
C -4.2057 -0.5043 1.1882  -0.82
H -5.0443 -1.1106 1.5252  0.32
S -1.1120 -3.4421 -3.4637  -0.44
H 2.1111 -0.1143 -4.8297  0.45
C -0.3687 4.5641 3.2715  0.21
H -0.1731 1.2546 -4.1061  0.48
C -0.4512 -1.3157 1.8578  1.25
H 5.8222 0.4708 3.1048  0.38
H 2.2973 -3.2862 -3.7484  0.25
H 2.6712 -3.1549 -0.6625  0.46
H 2.5006 -2.5393 -5.3447  0.34
C 5.3687 -0.7851 1.4103  -0.91
H 6.3850 -1.1329 1.2855  0.38
C 2.0434 -1.1510 -0.2666  1.05
H 3.0890 -2.0046 -1.9239  0.49
C -4.5944 -1.8042 -0.9261  -0.52
H 2.0507 6.0467 2.1279  0.29
O 1.5105 0.5145 2.0392  -0.01
C 3.7630 0.5661 2.6143  -1.10
Fe -0.0887 0.4128 0.9352  1.20
C -4.0826 -1.7391 -2.1756  -0.54
H 3.5080 1.2607 3.4045  0.44
C 0.2360 -1.6410 3.1658  -1.38
N -3.8698 -0.9173 -0.1602  0.39
H -0.2506 -2.5098 3.6093  0.41
N 0.3541 4.7964 2.1433  0.16
N -0.9011 -0.7127 -3.6947  0.41
C -0.7191 2.3301 2.5490  1.09
O -1.1362 1.1478 2.6828  -0.57
H 0.5036 6.8348 2.5220  0.34
H -3.3628 -0.6362 1.8526  0.19
H -3.0368 -0.7379 -4.4147  -0.21
H -4.4855 0.5492 1.1860  0.33
N 0.8949 -1.8065 -4.2686  0.29
C 1.1581 -0.4620 -4.4728  -0.37
H 1.3934 -2.5183 -1.7519  0.16
H 4.6090 -1.8852 -0.2390  0.35
N -3.0527 -0.8317 -2.1773  0.39
H 0.2032 -0.7754 3.8229  0.28
H -2.4261 0.9064 -3.4462  -0.19
C 0.5574 3.7785 1.1753  0.14
C -0.3716 -1.9550 -3.7746  -0.20
C 5.0426 0.1185 2.4383  -0.38
C 1.7716 -2.8963 -4.6180  -0.93
C 3.0445 -0.7502 0.6995  0.65
H -0.4636 5.4073 3.9446  0.32
C 2.3105 -2.2852 -1.2120  -1.63
H -5.4028 -2.3809 -0.5142  0.43
H 0.8743 6.3402 0.8510  0.31
H 1.2840 -1.8665 2.9615  0.21
O -1.2024 -2.0886 1.3352  -0.53
N -0.0441 2.5939 1.4252  -0.27
C 0.0397 0.2013 -4.1176  -0.80
S -1.8873 0.9271 -0.3942  -0.57
O 0.9420 -0.5931 -0.3732  -0.98
H -1.4998 3.1825 4.4261  0.45
O 1.2480 4.0341 0.2020  -0.73
C -0.9262 3.3683 3.5323  -1.33
C -2.9111 -0.3564 -0.9309  -0.19
C 2.6989 0.1368 1.7661  0.18
C 0.9835 6.0799 1.9005  -1.01
H -4.3503 -2.2647 -3.0733  0.47
B -2.3846 -0.3007 -3.4908  -0.02
H 1.1803 -3.7042 -5.0458  0.37

Forces on atoms 1 to 3 (eV/Å):
0.0 0.0 0.0
0.0 0.0 -0.1
0.0 0.0 0.0

=====

Record 2
ORCA calculation (ωB97M-V with the def2-TZVPD basis set) on C23H27BN10PtSbSe4 as an isolated structure.

E_HOMO: -5.11 eV
charge: -1
E: -11430.527629 hartree
spin multiplicity: 1
relative energy (zero: lowest compared OMol25 entry of this formula, charge and spin): 0.0 kJ/mol

Each line ends with the Mulliken charge.
Atoms and positions in Å:
C -0.4100 -1.1807 4.6386  -0.52
N -1.1395 -2.1200 -2.4820  0.46
H -0.6017 -0.9654 -4.1015  0.48
N -2.5422 -0.7032 8.9356  -0.53
H -0.8738 -1.3771 0.6265  -0.17
Se -0.1540 -5.5788 -0.1757  -0.58
C -0.4726 1.1948 5.0198  -0.46
C -2.6334 -2.9284 0.7698  -1.13
C -1.0265 -1.3950 5.8549  -0.66
H 0.7781 -1.4555 -3.0894  0.35
N 0.0450 3.1229 -1.9530  0.21
C 2.3752 4.9351 -0.0243  -0.15
H -2.5677 -2.0099 1.3572  0.41
C -1.3736 -0.3114 6.6618  0.57
N 2.4293 1.0402 -1.9198  -0.48
H -4.5279 -2.8576 -1.0141  0.46
C -1.2335 -3.3545 -3.2655  -1.02
H -1.9158 -3.2207 -4.1086  0.28
C -2.0210 -0.5281 7.9249  0.02
N -0.5512 -1.4737 -0.3234  0.04
Se 1.3568 -1.5430 -0.3506  -0.45
C 0.5005 0.3317 2.9311  0.30
H -0.3296 -0.1781 -2.5304  0.06
C -3.5884 -3.0859 -1.5171  -1.27
H 2.9853 5.5103 2.0197  0.38
C 1.0136 0.4938 1.8411  -0.86
C 3.5877 0.9248 -3.8248  -1.20
C 3.0521 2.1883 -3.6848  -0.16
N -2.4928 -2.6725 -0.6594  0.39
H -0.2352 -3.6063 -3.6273  0.27
N 2.1367 2.7992 0.4040  -0.67
H 1.7420 4.3869 -2.6902  -0.18
H -3.5552 -4.1569 -1.7303  0.34
C -1.3595 -2.1293 -1.1486  0.27
H 3.3484 -0.7803 -2.3827  0.56
H 2.6381 2.8005 2.4204  0.50
Se 2.6881 -4.2560 -2.8488  -0.58
N 2.3541 2.2363 -2.5401  0.33
C 3.1650 0.2393 -2.6840  -0.13
H -0.1267 -2.0193 4.0158  0.61
C 2.6807 4.7614 1.3106  -1.11
H -0.2581 2.2000 4.6826  0.48
C -1.0894 0.9863 6.2366  -0.63
Se 3.6959 -5.0908 1.0984  -0.54
H -1.2397 -2.4013 6.1902  0.43
B 1.5502 3.4339 -1.9802  0.18
C -1.7335 2.1659 -1.2630  -0.41
N -0.4235 2.2174 -1.0813  -0.25
H -3.5516 -2.5344 -2.4523  0.37
H 4.1932 0.5481 -4.6297  0.41
H -1.5483 -4.1839 -2.6397  0.28
H -1.3588 1.8247 6.8654  0.42
Sb 2.0977 -4.8972 -0.6266  0.84
N 2.0478 3.7453 -0.5494  0.33
C -0.1237 0.1178 4.1930  0.49
H -3.6236 -3.3429 0.9389  0.31
C -0.9592 3.6536 -2.6794  -0.24
H -3.1286 3.2505 -2.6408  0.41
C -0.2594 -1.1178 -3.0760  -0.97
H 3.1011 3.0550 -4.3219  0.45
H -2.3298 1.4956 -0.6632  0.52
C -2.1354 3.0611 -2.2712  -1.01
H -0.7624 4.4030 -3.4283  0.43
C 2.5098 3.3921 1.5293  0.01
H 2.3643 5.8183 -0.6402  0.44
Pt 1.7057 0.7676 0.0449  0.90
H -1.8848 -3.6457 1.1087  0.32

Forces on atoms 1 to 3 (eV/Å):
0.0 0.0 0.0
0.2 -0.3 0.0
0.0 0.0 0.0

=====

Record 3
ORCA calculation (ωB97M-V with the def2-TZVPD basis set) on a 3-piece molecular cluster, C23H27BN4O4 overall in a non-equilibrium geometry.

E_HOMO: -9.08 eV
E: -1437.455876 hartree
spin multiplicity: 1

Each line ends with the Mulliken charge.
Atoms and positions in Å:
C 1.1745 -1.9745 7.2786  -0.40
H 0.2370 -1.3519 2.0323  0.30
C 0.0721 -1.4327 -1.7689  -0.02
H -0.2706 -3.0071 1.7265  0.28
H -4.2784 -2.4343 -2.5104  0.36
C 0.6705 -0.6223 -0.6788  0.02
H -0.7727 4.9827 -3.8856  0.33
H -1.3853 -3.3859 -2.4541  0.44
O 3.1110 -0.6238 0.1900  -0.64
H -0.3997 3.4433 -1.9573  0.23
C -1.2404 0.8866 -1.0104  0.54
C 1.3576 -2.9658 6.3260  -0.16
H 2.6029 -4.2915 1.2547  0.34
H 0.4870 1.2806 0.2618  0.57
C -3.3752 -2.8672 -2.0428  0.06
O -1.8474 1.8370 -0.5515  -0.65
C 1.3257 5.1053 -4.3354  -0.33
C 0.2266 4.6667 -3.6156  -0.41
O 0.7713 -2.0525 -2.5409  -0.62
C 2.9840 -0.7990 6.2666  -0.54
C -1.3953 -1.3174 -2.0443  0.68
H 0.3983 -2.0710 8.0251  0.35
O -3.4820 -3.5811 -1.0812  -0.47
C 0.0912 0.5631 -0.4522  -0.52
C 0.6062 -2.3720 1.8909  -0.83
H 1.9319 2.7642 -1.4165  0.43
C 2.8047 -3.2186 1.2153  -0.91
N 1.5946 -2.4901 0.8085  -0.03
H -5.6151 1.6305 -2.0130  0.36
C 2.5846 4.6667 -3.9515  -0.28
H -4.5677 2.5895 -0.9787  0.26
C 1.7303 3.4345 -2.2456  -0.19
C -4.7830 2.3416 -2.0204  -1.42
C -3.5729 1.7028 -2.6483  0.39
H 1.8972 -0.0731 7.9733  0.37
H -3.4593 -0.2727 -3.3134  0.38
N 2.7978 3.8461 -2.9262  -0.56
H -4.1144 -0.1729 -1.6828  0.45
B 1.8776 -1.2528 0.1409  0.52
H 3.0276 0.2789 0.5187  0.32
H 1.2141 5.7730 -5.1789  0.36
H 3.6579 0.0444 6.2041  0.36
C 3.0823 -1.8431 5.3593  -0.05
H 3.8339 -1.8241 4.5769  0.36
C 2.0071 -0.8677 7.2467  -0.18
C -2.0362 -2.5343 -2.6637  -1.05
H 0.7272 -3.8482 6.3201  0.36
C 0.4298 3.8118 -2.5448  0.07
H 3.4687 4.9868 -4.4922  0.36
H 3.1782 -2.8877 2.1911  0.16
N 2.2903 -2.9132 5.3776  -0.48
C -1.9586 -0.1151 -1.8523  0.39
N -2.7550 2.2880 -3.4215  -0.59
H -5.0920 3.2260 -2.5790  0.43
H 1.0486 -2.6877 2.8396  0.21
H 3.5946 -3.0617 0.4796  0.39
C -3.3465 0.2321 -2.3457  -0.70
H -3.0316 3.2612 -3.5496  0.24
H -2.1156 -2.4301 -3.7508  0.37

Forces on atoms 1 to 3 (eV/Å):
0.0 0.0 0.0
0.1 0.0 -0.1
0.0 0.1 -0.3